No. 1
20
Properties=species:S:1:pos:R:3:forces:R:3 method="wB97M-V/def2-TZVPD" e_lumo_ev=0.88 homo_lumo_gap_ha=0.3622 homo_ev=-8.97 energy_ev=-10405.992
C -0.841464 -1.733005 0.113980 -0.65 -0.66 -0.10
O -0.740681 -3.072184 0.606574 0.02 -0.30 0.45
C 0.478464 -1.534411 -0.629597 -1.71 2.71 -0.08
C 0.472924 -0.236282 -1.504172 0.08 -0.33 0.19
C 0.536291 1.143858 -0.792372 -0.18 -0.58 -0.63
N 0.113567 2.890245 2.147702 -1.29 0.84 0.83
C -0.323317 2.323524 1.107741 1.66 -0.31 0.42
N 0.108406 1.097271 0.591630 -1.09 0.93 -0.11
H -1.056161 -0.999277 0.889265 0.40 -0.11 0.22
H -1.730286 -1.684551 -0.539972 0.43 0.12 -0.32
H -1.493444 -3.342235 1.147645 0.08 0.39 -0.19
H 0.507421 -2.380545 -1.304441 1.04 -0.28 0.25
H 1.240442 -1.294707 0.103906 0.61 -1.31 0.06
H 1.374004 -0.297893 -2.119739 -0.33 -0.01 -0.37
H -0.432709 -0.266028 -2.114083 0.22 0.03 -0.28
H -0.118991 1.818090 -1.352496 -0.21 -0.05 0.32
H 1.512915 1.628071 -0.920728 0.21 -0.34 0.29
H 0.692663 2.415066 2.833008 0.32 -0.44 -0.67
H -1.023557 2.888186 0.502315 -0.05 -0.14 -0.34
H 0.723518 0.636813 1.233834 0.45 -0.16 0.07


No. 2
186
Properties=species:S:1:pos:R:3:forces:R:3 method="wB97M-V/def2-TZVPD" e_lumo_ev=-1.45 homo_lumo_gap_ha=0.3823 homo_ev=-11.86 energy_ev=-202872.553 charge=+1
C -4.150803 1.031466 -0.870474 0.28 0.71 -1.63
C -3.460022 1.878893 0.178028 0.04 1.80 0.33
C -3.907457 1.496003 1.597501 1.20 -0.95 -0.17
N -3.156610 2.149133 2.741017 -0.50 -0.53 0.67
C -3.339419 3.657081 2.687074 -0.47 0.12 -0.80
C -2.708839 4.360960 3.875615 -1.47 0.67 0.31
C -3.318255 3.807153 5.203167 2.60 1.63 -0.06
C -3.107800 2.327278 5.257896 -1.50 -1.39 0.45
C -3.734601 1.579422 4.052057 1.13 2.51 -0.14
C -1.681979 1.710602 2.672553 -0.36 2.56 -0.72
H -3.752310 0.052579 -0.923284 0.73 -1.10 0.05
H -4.081929 1.439021 -1.910669 0.44 -0.04 0.94
H -5.201975 0.887242 -0.787002 -1.11 0.21 0.84
H -3.713229 2.951808 0.037723 -0.08 -0.53 -0.15
H -2.356579 1.898705 0.041363 -0.61 -0.54 0.14
H -3.637796 0.440486 1.770040 -0.85 0.22 -0.23
H -4.971552 1.687548 1.742789 0.08 -0.09 0.04
H -4.453338 3.894687 2.557129 1.52 -0.57 0.17
H -2.776144 3.880427 1.775723 -0.49 0.57 0.08
H -2.854002 5.488837 3.805915 0.16 -1.48 -0.12
H -1.661628 4.158522 3.772765 0.70 0.11 0.47
H -4.359014 4.073985 5.272115 -0.44 0.11 0.11
H -2.728541 4.307514 6.047499 -1.10 -0.67 -0.91
H -3.669262 1.948003 6.118269 0.06 -0.11 0.06
H -2.087099 2.027430 5.474448 0.23 0.14 -0.32
H -4.807246 1.671325 4.053146 -0.44 0.42 -0.22
H -3.525048 0.564120 4.037725 0.58 -2.02 0.06
H -1.261803 1.813684 3.666764 0.14 -0.16 -0.19
H -1.155044 2.403241 1.964694 -0.48 -0.58 0.81
H -1.615637 0.737050 2.263800 -0.15 -1.14 -0.04
C 2.889167 -4.401142 4.335977 0.35 -2.15 -0.65
C 2.500811 -3.166523 5.077564 -0.15 1.74 -0.85
C 2.576191 -1.914164 4.130153 1.68 0.02 0.98
N 2.092912 -0.570157 4.721661 2.07 -1.59 0.04
C 2.540862 -0.429799 6.179172 -1.09 1.54 -1.00
C 4.026798 -0.352315 6.304392 0.09 0.40 1.07
C 4.476169 0.925677 5.631999 -0.86 1.72 0.85
C 4.171780 0.798897 4.178660 0.86 0.23 -2.31
C 2.737809 0.520416 3.809423 -2.04 -0.22 -0.22
C 0.631686 -0.577479 4.661375 0.84 0.97 1.93
H 2.231731 -4.667595 3.487905 0.14 0.51 0.26
H 2.807628 -5.329260 4.993146 0.43 1.30 -0.61
H 3.922410 -4.307411 3.930778 -0.58 -0.27 0.35
H 3.293870 -3.010078 5.845621 -1.26 -0.11 0.09
H 1.446232 -3.257990 5.371469 0.51 -0.03 0.81
H 1.980432 -1.962588 3.239802 -0.15 -0.62 -0.61
H 3.665921 -1.775132 3.865860 -1.31 -0.06 0.03
H 2.074753 -1.181009 6.760047 -0.34 -1.20 0.28
H 2.019308 0.495477 6.506750 0.68 -0.21 -0.09
H 4.465572 -1.223545 5.873022 0.49 -0.58 -0.67
H 4.295006 -0.467362 7.359439 -0.09 0.50 0.01
H 5.511012 1.197546 5.678937 0.76 -0.35 0.51
H 3.944075 1.823872 6.114733 0.49 -1.24 -0.68
H 4.867740 0.041359 3.755752 -0.58 -0.05 0.27
H 4.514644 1.663782 3.557491 -0.58 -0.25 0.69
H 2.562820 0.172350 2.741812 0.47 0.38 1.38
H 2.061524 1.392917 3.927952 0.66 -0.29 0.09
H 0.351877 0.233411 5.324824 -0.65 0.37 -0.36
H 0.235860 -1.471471 5.075607 -0.17 -0.90 0.31
H 0.321955 -0.498921 3.678417 -0.73 0.45 -1.87
C 0.688594 -0.498961 0.257408 0.02 -0.25 -2.17
C 0.655705 -1.538816 -0.985617 -0.24 -0.25 2.24
C 2.013670 -2.208691 -1.126371 -0.69 0.65 0.16
N 2.175764 -3.083060 -2.317635 -0.22 -0.38 -1.38
C 3.345154 -3.978529 -2.065205 0.06 0.32 0.44
C 3.748561 -4.800652 -3.275668 -0.95 -0.25 2.09
C 2.575500 -5.676096 -3.640482 -1.47 -0.22 -1.47
C 1.182548 -4.957522 -3.835850 1.11 0.58 1.59
C 0.953709 -3.906065 -2.666513 -1.09 -1.29 -0.43
C 2.430632 -2.204611 -3.496740 0.27 1.50 0.11
H 0.508789 -1.044131 1.170065 0.01 -0.17 0.39
H -0.149071 0.209625 0.083733 0.57 -0.31 0.23
H 1.663433 0.034991 0.298716 -0.93 -0.35 -0.04
H 0.451882 -1.008817 -1.899959 -0.47 0.26 -0.25
H -0.138870 -2.295219 -0.747663 0.61 0.85 -0.58
H 2.360880 -2.771289 -0.280219 -0.34 -0.37 0.65
H 2.732308 -1.426951 -1.267790 0.51 0.32 -0.09
H 2.948314 -4.636359 -1.325246 -0.24 -0.93 0.60
H 4.088907 -3.413021 -1.479488 0.12 0.13 -1.02
H 4.535065 -5.423886 -2.915665 0.71 -0.65 0.20
H 4.175953 -4.262345 -4.056498 0.41 1.22 -1.45
H 2.425241 -6.452512 -2.905819 0.17 -0.25 0.40
H 2.784634 -6.176424 -4.591102 0.04 -0.15 0.16
H 0.341152 -5.701850 -3.748048 0.88 0.86 -0.44
H 1.203606 -4.417959 -4.788534 -0.45 -0.34 0.09
H 0.548511 -4.458663 -1.788926 0.77 0.51 -0.17
H 0.140671 -3.241024 -2.984758 0.46 0.17 0.17
H 2.385937 -2.760308 -4.427392 -0.02 -0.04 0.11
H 3.442603 -1.715745 -3.398553 -1.06 -0.46 0.04
H 1.597866 -1.462989 -3.472664 0.88 -0.42 -0.39
C 5.919112 7.328271 -0.579243 -0.61 0.30 -2.00
C 4.649226 6.511023 -0.781348 -1.45 -1.09 1.69
C 4.753391 5.302157 -1.692829 -0.28 0.62 -1.65
N 3.440600 4.598335 -2.108759 -1.75 0.05 0.75
C 3.828621 3.461832 -2.976420 1.36 -0.28 0.12
C 2.717092 2.530348 -3.372253 0.08 -1.78 -0.50
C 2.034994 1.858148 -2.173482 0.91 1.18 1.12
C 1.549293 3.036141 -1.250892 0.35 -1.59 0.67
C 2.716002 3.948380 -0.866416 0.59 0.95 -0.43
C 2.462835 5.469844 -2.881257 0.62 1.17 0.84
H 6.776686 6.710522 -0.238432 -0.62 0.79 0.20
H 5.584933 8.213231 -0.019284 0.86 -0.50 0.48
H 6.145257 7.746890 -1.585584 0.43 -0.22 0.55
H 3.766822 7.117163 -1.020845 0.44 0.22 -0.40
H 4.358604 6.124131 0.219183 0.12 0.04 -0.36
H 5.401005 4.550822 -1.246467 -0.12 -0.24 -0.10
H 5.175438 5.587513 -2.693133 -0.09 -0.17 0.86
H 4.546854 2.971457 -2.317531 0.04 -0.68 -0.40
H 4.434603 3.833616 -3.823854 -0.59 0.03 0.21
H 3.153555 1.758844 -4.029657 0.25 0.16 0.35
H 1.988886 2.944333 -4.046301 -0.48 0.64 -0.05
H 2.751315 1.278258 -1.567024 0.29 0.32 -0.27
H 1.292145 1.104519 -2.402932 -0.57 0.49 -0.39
H 1.292994 2.583129 -0.247386 -0.36 0.60 -1.03
H 0.702111 3.534250 -1.727390 -0.01 0.15 0.43
H 3.521116 3.319809 -0.452697 -0.33 0.26 0.24
H 2.433491 4.784361 -0.166193 0.32 -0.95 -0.90
H 1.623304 4.942967 -3.328482 0.56 -0.56 -0.07
H 3.082273 5.988597 -3.632019 -0.56 -0.10 0.18
H 1.954459 6.173668 -2.199390 0.65 -0.10 -0.15
C -6.515600 -0.185127 -4.149739 1.45 1.21 -0.15
C -6.776721 -1.673436 -4.308752 -0.78 0.06 -0.31
C -5.610405 -2.239319 -3.588521 1.54 -1.91 0.42
N -5.452465 -3.801006 -3.500758 -1.04 1.11 -1.39
C -4.124895 -4.098357 -2.959537 1.13 -0.66 0.89
C -4.026242 -3.669165 -1.457900 -1.24 -1.11 -0.12
C -5.201637 -4.213631 -0.583383 1.70 -1.18 0.14
C -6.503659 -3.872565 -1.218287 0.42 -0.55 -1.03
C -6.523839 -4.428563 -2.662692 -0.35 0.21 0.40
C -5.436219 -4.195846 -4.944060 -0.10 -0.57 -0.73
H -6.311296 0.024027 -3.074510 -0.65 0.11 -0.61
H -7.249251 0.502800 -4.572183 -0.24 -0.32 0.28
H -5.545926 0.123812 -4.618292 -0.66 -0.45 0.10
H -6.805717 -2.042396 -5.359726 -0.12 0.70 0.71
H -7.739785 -1.885342 -3.817087 0.27 -0.26 -0.21
H -5.556787 -1.963656 -2.552452 -0.03 0.65 0.10
H -4.670756 -1.973246 -4.105601 -0.52 0.18 0.38
H -3.410072 -3.631572 -3.671815 -0.27 -0.11 0.93
H -3.975795 -5.203198 -3.086525 -0.20 0.79 0.38
H -4.096089 -2.619760 -1.322560 0.56 1.18 -0.28
H -3.124243 -4.035563 -1.020340 0.77 -0.02 -0.01
H -5.159502 -3.861425 0.449695 0.27 0.47 -0.23
H -5.009901 -5.299619 -0.440781 -0.58 0.28 -0.39
H -6.605512 -2.795777 -1.184294 -0.37 0.26 -0.17
H -7.312730 -4.294449 -0.669856 -0.83 -0.35 0.30
H -7.466353 -4.204068 -3.142641 -0.24 -0.04 -0.22
H -6.381760 -5.525995 -2.641671 0.10 0.55 -0.15
H -5.260985 -5.300275 -5.056014 0.12 1.17 0.14
H -4.671215 -3.529517 -5.420899 -0.33 -1.10 0.31
H -6.381059 -3.941472 -5.447175 0.19 -0.34 0.54
N -2.519681 -3.638630 1.405780 1.11 -0.36 1.10
S -1.227720 -4.613087 1.355256 -0.09 2.43 1.65
O -1.402417 -5.322919 0.160478 0.63 -1.16 -1.52
O -0.807185 -5.232967 2.560713 -0.56 -0.37 0.04
F 0.019003 -3.548815 1.195776 -0.72 -0.69 -0.74
S -2.408052 -2.210622 2.033667 -1.78 0.42 -0.41
O -1.353778 -1.895000 2.935500 1.02 -0.10 -0.09
O -3.685851 -1.688614 2.452552 0.34 -0.54 -0.72
F -2.103364 -1.417448 0.649724 0.04 0.22 0.85
N 4.812793 -0.747497 -0.899048 0.12 -0.30 1.43
S 5.991805 -0.085363 -1.686822 0.36 -0.40 -3.79
O 6.184111 1.335964 -1.533963 -0.43 -1.05 0.00
O 5.834582 -0.685912 -3.010703 0.55 1.33 1.39
F 7.318767 -0.708982 -1.139652 -0.10 -0.08 0.26
S 4.727541 -0.317106 0.607280 -1.15 2.33 0.47
O 3.557640 0.497223 0.847972 0.75 0.16 -0.18
O 5.963720 0.122957 1.170720 -0.30 -0.76 0.34
F 4.239492 -1.626946 1.318816 0.63 -1.04 0.05
N -0.347993 4.474427 1.560944 0.78 -0.36 1.10
S 1.035285 4.329083 2.373659 -1.19 -0.37 -0.62
O 2.047181 5.243379 1.993232 0.58 0.02 -0.08
O 1.263790 2.913349 2.473168 0.25 0.49 0.22
F 0.759135 4.755959 3.897849 -0.54 -0.19 -0.66
S -0.679981 5.675230 0.599024 0.91 0.31 -0.57
O -1.873950 5.417778 -0.128246 -0.36 -0.25 0.51
O 0.438841 6.160815 -0.147976 -0.06 0.11 0.16
F -1.013092 6.803842 1.642632 -0.20 0.29 -0.05
N -2.438253 0.287773 -4.398528 -0.22 -0.76 -0.11
S -1.482028 1.385921 -3.745373 0.05 -0.63 1.67
O -0.428634 1.851197 -4.593229 -0.56 -0.08 0.42
O -1.206959 1.106449 -2.340734 0.04 0.31 -1.57
F -2.580580 2.493730 -3.693288 0.18 0.45 -0.22
S -1.981339 -1.201291 -4.406296 -0.29 -0.10 -1.65
O -0.592417 -1.396398 -4.571421 1.80 -0.10 0.60
O -2.749109 -2.035779 -5.321369 -0.55 0.93 1.74
F -2.263116 -1.708632 -2.897988 -0.26 0.04 -0.67


No. 3
28
Properties=species:S:1:pos:R:3:forces:R:3 method="wB97M-V/def2-TZVPD" e_lumo_ev=-2.91 homo_lumo_gap_ha=0.2981 homo_ev=-11.02 energy_ev=-13588.827 charge=+1
C 1.284450 -1.258554 0.107930 1.94 0.72 3.70
C 0.759299 1.105557 0.894546 -0.89 1.11 0.28
C -0.914177 -1.289745 -1.158900 -0.07 0.05 1.07
C -0.099552 -1.811497 0.051234 -0.88 -2.13 -0.17
C -1.399842 -0.164836 0.801126 2.12 -0.17 -0.67
C -2.241363 0.657132 1.641485 1.56 -1.28 -0.06
C 2.935769 0.411491 -0.109517 0.72 0.40 -3.82
C -1.697255 1.122685 -1.345906 -0.94 -0.87 0.24
N 1.477739 0.222011 -0.101253 -1.06 -0.52 -0.23
N -1.435452 -0.043708 -0.500248 -0.22 -1.66 -2.55
O -0.882269 -1.364100 1.160059 -0.95 1.30 0.42
H 1.889793 -1.356158 1.104418 -1.86 -0.68 -1.31
H 1.928158 -1.711975 -0.591341 0.47 -0.85 -1.16
H 0.713636 2.180188 0.507340 0.03 -1.47 -0.21
H 1.456143 1.248998 1.740673 -0.15 -0.64 -0.20
H -0.276312 -1.005668 -2.009744 -0.40 -0.36 0.04
H -1.720962 -2.032728 -1.433216 0.78 1.09 0.04
H -0.130174 -2.966400 0.156765 0.48 1.98 -0.43
H -1.953407 0.398680 2.604057 0.02 0.03 2.14
H -3.210558 0.389825 1.403602 -2.34 -0.34 -0.14
H -2.013451 1.639095 1.405034 0.13 1.98 -0.12
H 3.407793 -0.124352 0.749983 -0.27 1.15 -0.68
H 3.136782 -0.149054 -1.103305 0.98 0.70 1.67
H 3.154053 1.520327 -0.392879 -0.11 -2.02 1.37
H -2.731750 0.947236 -1.837148 2.11 0.49 0.04
H -1.809297 1.981460 -0.696413 0.16 0.26 -0.05
H -0.759399 1.226143 -1.967933 -1.58 0.24 0.05
H 1.131595 0.227953 -1.080453 0.22 1.48 0.75


Across the entries above, max |F| takes the values 3.20, 3.82, 4.24 eV Å⁻¹, respectively.
Across the entries above, ΔE to the lowest compared entry with this formula, charge and spin takes the values 56.09, 0.00, 95.52 kcal per mole, respectively.